# C33H45Cl51IN2O2

A cluster of 18 separate species, C33H45Cl51IN2O2 in total in a non-equilibrium geometry (ωB97M-V/def2-TZVPD, OMol25).

Geometry as XYZ:
```
134
Properties=species:S:1:pos:R:3
C -7.07695 -0.50459 -0.17233
C -6.27555 0.02991 -1.27104
C -6.34008 1.49189 -1.41976
N -5.61991 -0.74408 -2.06213
C -4.18110 -0.84304 -2.15063
I -3.15449 -0.05942 -0.45642
C -3.71382 -0.25847 -3.47441
C -2.74142 -1.30021 -4.07015
O -1.51339 -1.02241 -3.46121
C -0.33239 -1.67390 -4.01521
C 0.16300 -2.87718 -3.25809
C 1.21462 -3.57551 -4.12647
C 0.79588 -2.58127 -1.89502
C 0.36474 -3.72832 -1.00449
C 0.37933 -1.27679 -1.24540
C -3.24973 -2.52826 -3.39249
N -3.95702 -2.30032 -2.37048
C -4.54789 -3.22687 -1.42717
C -3.65445 -4.38704 -1.12409
C -3.69271 -4.84615 0.21828
O -4.30006 -5.53745 -0.83995
H -6.64220 -0.14424 0.74487
H -7.10114 -1.57582 -0.19632
H -8.09861 -0.15083 -0.22046
H -7.36432 1.77817 -1.58269
H -6.01427 1.95637 -0.50086
H -5.71163 1.83256 -2.21663
H -4.52049 0.04273 -4.10671
H -3.10010 0.60598 -3.30394
H -2.77998 -1.26287 -5.14482
H -0.55446 -1.98106 -5.02724
H 0.39175 -0.88919 -4.11563
H -0.63922 -3.59323 -3.14695
H 1.51910 -4.50789 -3.68641
H 2.07391 -2.93673 -4.11687
H 0.90672 -3.68603 -5.15436
H 1.86796 -2.66095 -1.93447
H -0.70071 -3.69943 -0.81986
H 0.62662 -4.65972 -1.46542
H 0.87022 -3.65095 -0.05880
H 0.27343 -0.44389 -1.91535
H -0.49003 -1.41579 -0.64026
H 1.15561 -0.99999 -0.54824
H -2.99510 -3.51147 -3.72382
H -4.62557 -2.73229 -0.48036
H -5.47263 -3.63627 -1.78555
H -2.71998 -4.42824 -1.61745
H -4.40435 -4.41901 0.89007
H -2.86867 -5.41375 0.58939
C 2.63921 -5.98790 1.28319
Cl 0.95920 -5.67735 1.73351
Cl 3.16769 -7.53647 1.92457
Cl 2.86927 -5.91930 -0.46948
H 3.24711 -5.20063 1.70154
C -0.65693 2.69088 1.65482
Cl -0.17227 3.98225 2.74401
Cl 0.74074 1.79063 1.07155
Cl -1.80567 1.59990 2.44855
H -1.15095 3.13466 0.80198
C 1.43290 7.29476 5.50169
Cl 1.05383 8.81012 4.69096
Cl 0.63464 7.18886 7.06184
Cl 0.97833 5.92286 4.47672
H 2.50066 7.25337 5.66119
C -10.19450 -0.67508 2.79716
Cl -10.64791 0.13617 1.29880
Cl -9.62389 -2.31200 2.47009
Cl -8.96776 0.25069 3.66013
H -11.07218 -0.74170 3.42362
C 4.30947 -2.03922 1.79113
Cl 2.61402 -1.79330 2.21931
Cl 4.90974 -3.54872 2.47221
Cl 4.51343 -2.01357 0.03903
H 4.88764 -1.22746 2.21105
C -4.19755 -5.52100 -5.81340
Cl -2.50466 -5.10337 -5.47961
Cl -5.28536 -4.36350 -5.03675
Cl -4.48838 -5.59557 -7.53698
H -4.39291 -6.49452 -5.38817
C 8.10237 -2.79707 5.31020
Cl 6.96692 -1.78723 4.41141
Cl 8.07097 -2.39777 7.02316
Cl 7.74878 -4.50653 5.05531
H 9.09420 -2.59626 4.93402
C -2.61039 -9.91940 -5.46979
Cl -1.33613 -8.86091 -6.07950
Cl -2.72163 -11.38509 -6.43237
Cl -2.34890 -10.29972 -3.76759
H -3.54707 -9.38627 -5.54851
C 0.58740 9.13052 0.40956
Cl 1.99534 10.16247 0.63676
Cl 0.30791 8.81320 -1.30408
Cl 0.77355 7.62596 1.30700
H -0.27682 9.64851 0.79985
C -1.45631 4.43524 9.08299
Cl -0.72431 4.09933 7.51775
Cl -0.21779 4.53301 10.33745
Cl -2.39974 5.92201 9.02479
H -2.12194 3.62123 9.32967
C 3.31667 0.40585 -4.85328
Cl 2.40487 -0.85175 -5.70217
Cl 2.91705 0.39945 -3.13310
Cl 5.03942 0.19013 -5.09494
H 3.03228 1.36397 -5.26423
C 1.36627 -10.02829 -2.50140
Cl 1.64154 -8.53454 -1.59463
Cl 1.61084 -9.79292 -4.23547
Cl 2.45858 -11.28601 -1.93552
H 0.35378 -10.35728 -2.32124
C 2.29690 13.72162 2.98028
Cl 1.55450 14.91128 4.04828
Cl 4.01399 14.06313 2.76317
Cl 2.05629 12.08654 3.58813
H 1.81381 13.79196 2.01420
C 1.18901 3.73689 13.90492
Cl 0.44179 4.88312 15.01423
Cl 2.90567 4.08327 13.70526
Cl 0.94236 2.07988 14.45292
H 0.71222 3.84413 12.94213
C 10.67841 -1.10209 2.45646
Cl 9.53178 -0.10588 1.56460
Cl 10.66982 -0.68440 4.17065
Cl 10.31813 -2.81575 2.23969
H 11.66781 -0.91019 2.06765
C 2.20987 16.17591 0.31228
Cl 2.20273 17.88138 -0.11565
Cl 0.61044 15.46065 0.07562
Cl 3.42929 15.29663 -0.60579
H 2.45843 16.09638 1.36229
C 6.16355 0.35975 -9.20506
Cl 7.00243 -0.75550 -8.12746
Cl 4.46745 0.52859 -8.74040
Cl 6.96158 1.92825 -9.22613
H 6.19631 -0.04992 -10.20396
```

Its LUMO energy is -3.22 eV. Its charge is +1. The value obtained for the maximum force is 4.0 eV Å⁻¹. As for the gap between HOMO and LUMO: 8.10 eV. The multiplicity is 1. The value obtained for the HOMO energy is -11.31 eV.